{
  "formula": "C11H34O8Ta",
  "method": "the ωB97M-V functional and the def2-TZVPD basis",
  "e_homo_ev": -4.3,
  "e_lumo_ev": 2.10,
  "charge": -1,
  "symbols": ["C", "C", "O", "C", "C", "O", "C", "Ta", "H", "H", "H", "H", "H", "H", "H", "H", "H", "H", "H", "H", "H", "H", "H", "H", "C", "C", "O", "O", "H", "H", "H", "H", "H", "H", "C", "C", "O", "O", "H", "H", "H", "H", "H", "H", "C", "C", "O", "O", "H", "H", "H", "H", "H", "H"],
  "coordinates": [[4.28, 1.02, 1.54], [4.17, 2.44, 0.96], [3.73, 3.43, 1.88], [2.43, 3.24, 2.40], [1.29, 3.39, 1.39], [0.16, 2.62, 1.69], [0.34, 1.20, 1.49], [0.19, 0.42, -0.67], [5.29, 0.65, 1.41], [4.06, 1.00, 2.60], [3.62, 0.34, 1.01], [3.54, 2.41, 0.06], [5.15, 2.77, 0.64], [2.30, 4.01, 3.16], [2.34, 2.29, 2.94], [1.63, 3.20, 0.36], [0.96, 4.43, 1.42], [1.25, 0.83, 1.96], [-0.48, 0.73, 2.03], [1.27, -1.01, -0.15], [1.75, 1.40, -0.99], [-0.91, 1.79, -1.29], [-1.30, -0.68, -0.36], [0.45, -0.22, -2.41], [-1.73, -3.76, 0.35], [-1.97, -4.82, -0.70], [-1.03, -5.90, -0.54], [-0.42, -3.24, 0.28], [-2.42, -2.92, 0.21], [-1.90, -4.19, 1.35], [-1.80, -4.41, -1.69], [-2.99, -5.20, -0.64], [-1.26, -6.37, 0.27], [0.17, -3.96, 0.06], [2.60, 5.80, -1.79], [3.80, 5.62, -0.89], [4.89, 5.04, -1.61], [2.17, 4.57, -2.34], [1.76, 6.22, -1.23], [2.86, 6.50, -2.61], [3.57, 4.94, -0.08], [4.11, 6.58, -0.46], [5.21, 5.69, -2.24], [2.97, 4.05, -2.52], [-5.95, -5.66, -0.96], [-7.01, -5.32, 0.06], [-7.90, -4.33, -0.45], [-5.20, -4.51, -1.31], [-5.24, -6.39, -0.55], [-6.41, -6.09, -1.85], [-6.56, -4.89, 0.95], [-7.57, -6.22, 0.35], [-8.43, -4.73, -1.15], [-5.83, -3.77, -1.35]]
}



{
  "formula": "C5H12ClN3O2",
  "method": "the ωB97M-V functional and the def2-TZVPD basis",
  "de_lowest_ev": 0.932,
  "e_homo_ev": -9.4,
  "e_lumo_ev": 0.31,
  "symbols": ["C", "N", "C", "C", "N", "C", "C", "Cl", "N", "O", "O", "H", "H", "H", "H", "H", "H", "H", "H", "H", "H", "H", "H"],
  "coordinates": [[0.34, -1.05, 2.23], [0.00, -0.64, 0.91], [-0.25, 0.61, 0.32], [0.91, 1.82, 0.95], [-0.36, 0.70, -1.06], [0.48, 0.01, -1.91], [0.08, -1.47, -2.32], [1.09, -1.93, -3.77], [-1.64, 1.08, 0.85], [-1.66, 1.41, 2.03], [-2.64, 0.81, 0.24], [1.24, -0.64, 2.68], [-0.38, -0.84, 2.98], [0.48, -2.13, 2.25], [-0.58, -1.32, 0.53], [1.78, 1.66, 0.46], [0.44, 2.79, 0.71], [0.80, 1.61, 1.98], [-1.32, 0.59, -1.40], [0.56, 0.71, -2.79], [1.54, -0.13, -1.66], [-1.02, -1.37, -2.48], [0.13, -2.29, -1.72]]
}



{
  "formula": "C2H7N3",
  "method": "the ωB97M-V functional and the def2-TZVPD basis",
  "de_lowest_ev": 1.473,
  "e_homo_ev": -8.9,
  "e_lumo_ev": 1.19,
  "symbols": ["C", "N", "C", "N", "N", "H", "H", "H", "H", "H", "H", "H"],
  "coordinates": [[-1.54, 1.79, 0.23], [-0.35, 1.03, 0.52], [-0.13, 0.05, -0.23], [1.05, -0.66, -0.08], [1.02, -2.03, -0.43], [-1.26, 2.78, -0.14], [-2.15, 1.98, 1.13], [-2.20, 1.28, -0.51], [-0.78, -0.31, -1.05], [1.50, -0.39, 0.81], [1.92, -2.28, -0.82], [0.94, -2.58, 0.44]]
}